Model w:
This record from OMol25 describes a cluster of 7 separate species, C30H49N7O11 in total. The level of theory is wB97M-V/def2-TZVPD.

Properties
net charge = 0
Kohn-Sham gap = 4.7 eV
multiplicity = 1
HOMO = -8.4742 eV

The geometry in XYZ format:
```
97
Properties=species:S:1:pos:R:3:lowdin_charge:R:1
C 1.2777 -4.5548 -2.9494 0.00
C 1.2167 -3.4268 -1.9784 -0.48
C 1.5107 -4.2178 -0.6224 -0.01
C 1.6777 -3.1148 0.6646 -0.10
C 2.3687 -1.8718 0.1756 -0.12
C 3.2937 -1.9378 -1.1534 -0.37
N 2.2377 -2.4338 -2.1514 0.05
O 2.4657 -2.1578 -3.3364 0.21
C 4.3587 -3.0648 -0.9064 0.02
C 3.9197 -0.6758 -1.5574 -0.03
C -0.1323 -2.7788 -2.0364 0.02
H 1.3887 -4.2418 -3.9534 0.10
H 0.5917 -5.1548 -3.1424 0.04
H 2.1567 -4.9378 -2.9024 0.04
H 2.5107 -4.8398 -0.4884 0.16
H 0.7477 -4.7358 -0.4394 0.02
H 2.1327 -3.5858 1.5066 0.10
H 0.7297 -2.7568 0.9996 0.09
H 2.9527 -1.2798 0.9336 0.15
H 1.6377 -1.1158 -0.1514 0.08
H 5.2477 -2.4428 -0.8434 0.10
H 4.7347 -3.7188 -1.6864 0.10
H 4.3957 -3.5988 -0.0904 0.03
H 3.2157 0.1372 -1.8314 0.11
H 4.5207 -0.8418 -2.4284 0.09
H 4.5037 -0.1558 -0.7654 0.12
H -0.2463 -2.2588 -3.0694 0.11
H -0.1013 -1.8798 -1.3024 0.10
H -1.0423 -3.4648 -1.6504 0.17
N -0.7253 0.5712 -0.1254 -0.56
O 0.2357 1.1942 -0.6714 -0.08
O -1.7593 0.4162 -0.6984 -0.03
O -0.5183 -0.2558 0.8946 -0.10
C 0.3047 -0.6328 4.0086 -0.05
C -0.9243 -1.4818 4.1266 0.00
C -1.1603 -2.7068 5.0706 0.11
C 0.1027 -2.8828 6.0176 -0.07
C 1.3167 -2.0028 5.9186 0.00
C 1.4347 -0.8638 4.9346 -0.06
N -0.0763 -3.9578 7.0966 -0.40
O -0.8683 -4.7438 6.7516 0.10
O 0.8257 -3.9548 7.9316 0.05
H 0.5567 0.0872 3.2446 0.06
H -1.5843 -1.4638 3.3896 -0.01
H -1.9903 -3.3248 5.0656 0.06
H 2.0657 -2.2628 6.6296 0.07
H 2.3717 -0.2598 4.7726 0.09
C -3.0433 -0.5938 -5.1664 -0.05
C -2.3473 -0.2848 -3.8274 0.05
C -0.8603 0.2532 -3.9584 0.04
C -0.1563 0.2402 -5.2254 -0.10
C -0.9083 -0.0268 -6.5334 0.04
C -2.3653 -0.4098 -6.4294 -0.07
N 1.3087 0.5162 -5.3514 -0.34
O 2.0067 0.8222 -4.3524 0.03
O 1.8067 0.3342 -6.4544 0.06
H -3.9773 -0.9088 -5.0644 0.03
H -2.9063 -0.2288 -2.9884 0.03
H -0.5543 0.4642 -2.9634 0.05
H -0.5513 -0.0978 -7.4774 0.05
H -3.0283 -0.7698 -7.4384 0.16
C -3.9183 -0.3638 1.9616 -0.23
O -4.0403 -1.4828 2.5926 -0.08
N -4.6293 0.7552 2.4016 -0.17
C -4.4363 2.0582 1.6526 0.00
C -5.5773 0.8362 3.5066 -0.04
H -3.2883 -0.0368 1.1896 0.08
H -5.2173 2.7662 1.6246 0.07
H -4.2443 1.9002 0.5726 0.09
H -3.7743 2.2582 2.3366 0.04
H -6.5733 0.7222 3.0176 0.11
H -5.5933 1.6652 4.0356 0.03
H -5.4993 0.0382 4.1806 0.07
C -1.9103 5.8732 -0.1864 -0.35
O -1.8783 5.4582 1.0316 -0.08
N -1.8593 5.0122 -1.1194 -0.17
C -2.0663 5.4682 -2.5544 -0.01
C -1.9243 3.5302 -0.9544 -0.03
H -1.9533 6.9172 -0.4184 0.13
H -2.8063 6.1142 -2.5834 0.02
H -2.3083 4.5612 -3.1954 0.10
H -1.0503 5.8012 -2.9214 0.11
H -1.5423 2.9482 -1.8524 0.09
H -2.9993 3.3602 -0.9524 0.09
H -1.2373 3.2822 -0.1144 0.08
C 3.7307 4.3322 2.4136 -0.38
O 4.8947 4.0222 2.4496 0.00
N 2.7727 3.5152 1.9956 -0.20
C 1.3487 3.8422 1.7736 -0.05
C 3.0907 2.1352 1.6236 -0.06
H 3.5037 5.2652 2.8346 0.12
H 0.6507 3.6522 2.5996 0.09
H 0.9157 3.6532 0.7996 0.06
H 1.4237 5.0312 1.6536 0.12
H 2.4907 1.6302 0.7276 0.11
H 3.0447 1.6482 2.6596 0.10
H 4.1587 2.1552 1.2446 0.08
```

***

Model x:
This record from OMol25 describes a cluster of 7 separate species, C30H49N7O11 in total. The level of theory is wB97M-V/def2-TZVPD.

Properties
net charge = 0
Kohn-Sham gap = 4.5 eV
multiplicity = 1
HOMO = -8.5500 eV

The geometry in XYZ format:
```
97
Properties=species:S:1:pos:R:3:lowdin_charge:R:1
C 1.3595 -4.5622 -3.0194 -0.01
C 1.2635 -3.4132 -1.9624 -0.37
C 1.5285 -4.1012 -0.4664 -0.11
C 1.6635 -3.1382 0.6556 -0.09
C 2.3485 -1.7482 0.0306 -0.04
C 3.2375 -2.0102 -1.1174 -0.47
N 2.3495 -2.4532 -2.2304 0.04
O 2.5135 -2.1492 -3.4504 0.20
C 4.4415 -3.0082 -0.9004 0.08
C 3.8275 -0.7122 -1.5284 -0.02
C -0.0895 -2.7052 -1.9054 0.07
H 1.3405 -4.2952 -4.0514 0.07
H 0.5295 -5.1782 -2.8324 0.06
H 2.1775 -5.4172 -2.9554 0.14
H 2.2855 -4.8852 -0.5364 0.10
H 0.6235 -4.8512 -0.2714 0.17
H 2.0625 -3.6022 1.3916 0.05
H 0.7215 -3.0422 0.9616 0.07
H 2.8815 -1.2992 0.8306 0.12
H 1.5495 -0.9422 -0.2414 0.13
H 5.3535 -2.3302 -0.7244 0.14
H 4.5105 -3.4942 -1.9174 0.13
H 4.3805 -3.5542 -0.1424 0.00
H 3.0165 -0.1242 -1.8494 0.08
H 4.4775 -0.9372 -2.3034 0.08
H 4.4155 -0.1432 -0.8724 0.10
H -0.1685 -2.1702 -2.9324 0.14
H -0.0885 -2.0932 -1.2844 -0.06
H -0.8235 -3.4322 -1.6724 0.12
N -0.6405 0.5668 -0.0514 -0.54
O 0.2815 1.1728 -0.6244 -0.07
O -1.7915 0.4948 -0.7574 -0.14
O -0.4545 -0.1922 0.8966 -0.02
C 0.3265 -0.6432 4.0486 -0.10
C -0.9575 -1.4242 4.0736 0.04
C -1.1645 -2.5902 5.1256 0.10
C 0.0725 -2.8862 6.0186 -0.10
C 1.2715 -1.9762 5.9666 0.06
C 1.3615 -0.9202 4.8966 -0.08
N -0.0665 -3.8572 7.0746 -0.43
O -0.8145 -4.7212 6.7866 0.09
O 0.8285 -3.9332 7.8666 0.08
H 0.4245 0.1608 3.4216 0.05
H -1.8325 -1.5282 3.3846 0.06
H -1.9575 -3.2082 5.2906 0.04
H 2.0555 -2.1902 6.5846 0.05
H 2.2355 -0.2712 4.7726 0.10
C -3.0845 -0.5722 -5.1304 -0.11
C -2.3855 -0.2692 -3.8824 0.00
C -0.9045 0.1968 -3.9334 0.07
C -0.1575 0.2668 -5.3224 -0.10
C -0.9645 0.1268 -6.5384 0.05
C -2.4055 -0.3532 -6.2554 -0.10
N 1.3025 0.4808 -5.3524 -0.35
O 1.9455 0.7958 -4.2714 0.01
O 1.7905 0.4118 -6.4324 0.10
H -4.0845 -0.9012 -5.1084 0.09
H -2.7215 -0.6202 -2.9184 0.07
H -0.3995 0.3118 -3.0364 0.03
H -0.5745 0.1058 -7.6174 0.13
H -2.8295 -0.7162 -7.1724 0.08
C -3.8815 -0.2972 1.9576 -0.32
O -3.9855 -1.4212 2.5136 -0.06
N -4.5855 0.7578 2.3836 -0.19
C -4.4785 2.0568 1.6196 -0.04
C -5.5575 0.8078 3.5386 -0.04
H -3.2935 -0.0742 1.1326 0.08
H -5.1295 2.8578 1.5826 0.05
H -4.2405 1.7808 0.5556 0.08
H -3.4215 2.4028 2.0476 0.13
H -6.5685 0.7028 3.1156 0.07
H -5.4135 1.8538 4.0716 0.12
H -5.5105 -0.1662 4.1796 0.11
C -1.9025 5.8258 -0.1784 -0.45
O -1.8855 5.4678 1.0096 -0.03
N -1.9395 5.0688 -1.1024 -0.14
C -2.1065 5.3738 -2.5724 0.00
C -1.8575 3.6108 -0.9364 -0.04
H -1.8855 6.7588 -0.3034 0.08
H -3.0595 6.1688 -2.7784 0.16
H -2.1855 4.5698 -3.1504 0.02
H -1.3575 5.8118 -3.1064 0.04
H -1.2895 3.0028 -1.7824 0.10
H -2.8335 3.2488 -1.1934 0.07
H -1.1195 3.4068 0.1156 0.16
C 3.7535 4.3438 2.4226 -0.43
O 4.9285 4.1458 2.4716 0.03
N 2.8005 3.5448 2.0486 -0.16
C 1.3985 3.8738 1.7916 -0.05
C 3.1895 2.2188 1.6436 -0.04
H 3.3045 5.3958 2.9256 0.17
H 0.7445 3.4798 2.5826 0.09
H 0.9785 3.5168 0.7626 0.10
H 1.2005 4.9948 1.7996 0.10
H 2.5665 1.6718 0.9706 0.07
H 3.2285 1.5708 2.3646 0.03
H 4.0025 2.1448 0.9946 0.08
```

***

Verdict on stability: model x comes out at the bottom.

***

Model w:
This record from OMol25 describes a cluster of 3 separate species, C3H9N3O3 in total. The level of theory is wB97M-V/def2-TZVPD.

Properties
net charge = 0
Kohn-Sham gap (alpha / beta) = 8.1 / 8.1 eV
multiplicity = 1
HOMO (alpha / beta) = -8.3925 / -8.3937 eV

The geometry in XYZ format:
```
18
Properties=species:S:1:pos:R:3:nbo_charge:R:1
C -2.5274 0.5514 1.4099 0.02
C 1.0899 -0.8708 -1.2307 -0.03
C 0.6771 1.3932 -0.1488 0.97
N -2.4693 -0.1542 0.3759 -0.66
N 0.3366 0.4456 -0.9102 -0.23
N 1.4798 -1.5936 -0.1212 -0.85
O -0.8655 0.6311 -1.6186 -0.54
O 0.6008 2.4143 0.3962 -0.40
O 2.7125 0.3552 1.0300 -1.12
H -2.0530 1.5252 1.3906 0.18
H -3.0148 0.2675 2.3435 0.17
H 0.3760 -1.3854 -1.8797 0.20
H 1.9669 -0.5609 -1.8054 0.20
H -2.9252 -1.0644 0.4268 0.37
H 0.7059 -1.9632 0.4171 0.34
H 2.0925 -0.9555 0.4832 0.44
H -1.6102 0.3456 -1.0065 0.50
H 3.4271 0.6190 0.4480 0.43
```

***

Model x:
This record from OMol25 describes a cluster of 2 separate species, C3H9N3O3 in total. The level of theory is wB97M-V/def2-TZVPD.

Properties
net charge = 0
Kohn-Sham gap = 8.2 eV
multiplicity = 1
HOMO = -7.6172 eV
SMILES string = C/C(N)=N\O.NC(=O)O

The geometry in XYZ format:
```
18
Properties=species:S:1:pos:R:3:nbo_charge:R:1
C 0.9249 0.5700 2.5023 -0.70
C 0.3259 0.5315 1.1285 0.50
N -0.6145 1.4492 0.8998 -0.73
O 0.8807 -1.5080 0.1156 -0.61
N 0.9962 -0.0990 0.1910 -0.39
H 1.7723 -1.8442 -0.0320 0.48
H -0.8287 2.1740 1.5616 0.39
H -1.0877 1.4580 0.0003 0.45
H 0.1843 0.8713 3.2411 0.20
H 1.2560 -0.4169 2.8066 0.24
H 1.7415 1.2910 2.5445 0.24
C -0.5822 -0.1282 -1.8102 0.93
N -0.3346 -0.6522 -3.0597 -0.85
O -1.4419 -1.1900 -1.0604 -0.80
O -0.9631 1.0287 -1.7638 -0.64
H -1.0820 -1.6755 -0.2987 0.50
H -0.8339 -0.2061 -3.8119 0.40
H -0.3132 -1.6537 -3.1547 0.39
```

***

Verdict on stability: model w comes out at the bottom.

***

Model w:
This record from OMol25 describes a structure of composition C31H22BrGeNO8PtS2. The level of theory is wB97M-V/def2-TZVPD.

Properties
net charge = -2
Kohn-Sham gap (alpha / beta) = 6.4 / 6.4 eV
multiplicity = 1
HOMO (alpha / beta) = -2.6445 / -2.6466 eV

The geometry in XYZ format:
```
67
Properties=species:S:1:pos:R:3:nbo_charge:R:1
Pt -0.0544 0.1327 -2.2054 0.99
O -3.8232 2.0530 -2.4889 -0.99
S -2.6342 1.2524 -2.3130 2.39
O -1.3820 2.0077 -2.5998 -0.99
O -2.5534 0.5951 -1.0044 -1.02
C -2.7933 -0.0980 -3.5077 -0.34
C -3.8548 -0.9373 -3.1896 -0.19
C -4.0973 -2.0876 -3.9189 -0.22
C -3.2738 -2.4082 -4.9825 -0.21
C -2.2244 -1.5715 -5.3190 -0.21
C -1.9675 -0.4135 -4.5966 -0.21
S -0.6433 0.6209 -5.2802 2.40
O -1.2778 1.8923 -5.5324 -0.98
O -0.1884 -0.0811 -6.4651 -1.01
O 0.4702 0.6868 -4.2718 -1.00
H -4.4673 -0.6847 -2.3337 0.23
H -4.9135 -2.7430 -3.6392 0.20
H -3.4361 -3.3205 -5.5433 0.20
H -1.5618 -1.8041 -6.1394 0.25
C 0.5033 -0.5504 -0.2523 -0.98
Ge 0.8943 0.6812 1.2492 1.62
C 0.5131 2.5704 0.8619 -0.50
C 1.2939 3.6002 1.3918 -0.15
C 0.9958 4.9307 1.1263 -0.26
C -0.0874 5.2534 0.3184 -0.23
C -0.8704 4.2421 -0.2189 -0.22
C -0.5730 2.9135 0.0572 -0.13
C 2.5814 0.7795 2.2680 -0.41
C 3.8516 0.5658 1.7316 -0.19
C 4.9890 0.6733 2.5190 -0.23
C 4.8796 0.9959 3.8669 -0.23
C 3.6263 1.2175 4.4153 -0.25
C 2.4901 1.1119 3.6182 -0.16
C -0.4605 0.0811 2.5632 -0.44
C -0.3102 -1.1609 3.1881 -0.16
C -1.3614 -1.7513 3.8741 -0.24
C -2.5918 -1.1086 3.9453 -0.23
C -2.7542 0.1302 3.3447 -0.22
C -1.6960 0.7180 2.6605 -0.20
H 2.1509 3.3628 2.0112 0.20
H 1.6155 5.7171 1.5429 0.19
H -0.3156 6.2914 0.1043 0.19
H -1.7092 4.4712 -0.8642 0.22
H -1.2014 2.1391 -0.3623 0.24
H 3.9460 0.2951 0.6880 0.22
H 5.9654 0.4933 2.0839 0.20
H 5.7668 1.0685 4.4852 0.20
H 3.5288 1.4674 5.4657 0.20
H 1.5124 1.2806 4.0574 0.21
H 0.6433 -1.6767 3.1291 0.20
H -1.2306 -2.7256 4.3309 0.20
H -3.4238 -1.5817 4.4538 0.19
H -3.7149 0.6300 3.3805 0.20
H -1.8438 1.6772 2.1778 0.22
Br 2.9335 -5.8926 1.3121 -0.01
C 2.2489 -4.2360 0.6479 -0.16
C 2.7151 -3.0460 1.1623 0.01
N 2.1856 -1.8852 0.8027 -0.50
C 1.2170 -1.8263 -0.1256 0.34
C 0.8500 -2.9968 -0.8235 -0.20
C 1.3029 -4.2135 -0.3639 -0.16
C 0.0760 -2.9837 -2.1243 0.77
O -0.3470 -4.0512 -2.5579 -0.68
O 0.0220 -1.8765 -2.7644 -0.70
H 3.5152 -3.0142 1.8963 0.19
H -0.5697 -0.7606 -0.1105 0.29
H 0.9238 -5.1118 -0.8332 0.25
```

***

Model x:
This record from OMol25 describes a structure of composition C31H22BrGeNO8PtS2. The level of theory is wB97M-V/def2-TZVPD.

Properties
net charge = -2
Kohn-Sham gap = 5.8 eV
multiplicity = 1
HOMO = -2.1537 eV

The geometry in XYZ format:
```
67
Properties=species:S:1:pos:R:3:nbo_charge:R:1
Pt 2.0600 -0.3327 -1.3594 0.99
O 2.5948 0.5898 2.8307 -1.02
S 3.3073 0.5572 1.5608 2.42
O 4.7355 0.4540 1.6713 -0.95
O 2.6965 -0.5131 0.7028 -1.03
C 2.9170 2.1295 0.7646 -0.36
C 2.0257 2.9308 1.4695 -0.18
C 1.6095 4.1527 0.9691 -0.22
C 2.0703 4.5790 -0.2646 -0.22
C 2.9639 3.7903 -0.9710 -0.22
C 3.4122 2.5735 -0.4688 -0.22
S 4.6400 1.7247 -1.4983 2.41
O 5.9289 2.0836 -0.9534 -0.99
O 4.3969 2.2199 -2.8403 -1.01
O 4.3218 0.2888 -1.3494 -1.04
H 1.6461 2.5602 2.4102 0.24
H 0.8996 4.7495 1.5305 0.20
H 1.7265 5.5158 -0.6886 0.20
H 3.3211 4.0912 -1.9463 0.24
C 0.9322 -1.6721 -1.3109 -0.55
Ge -0.2907 -2.1639 0.2246 1.43
C 0.4870 -2.9864 1.8248 -0.44
C 0.2621 -4.3385 2.0870 -0.16
C 0.7812 -4.9428 3.2256 -0.26
C 1.5381 -4.1999 4.1198 -0.23
C 1.7804 -2.8575 3.8636 -0.21
C 1.2644 -2.2544 2.7245 -0.19
C -1.4668 -3.5534 -0.5526 -0.33
C -1.1334 -4.1870 -1.7489 -0.24
C -1.9541 -5.1697 -2.2934 -0.23
C -3.1269 -5.5341 -1.6491 -0.22
C -3.4783 -4.9084 -0.4590 -0.24
C -2.6548 -3.9288 0.0775 -0.23
C -1.5242 -0.7242 0.7182 -0.32
C -2.5623 -0.4035 -0.1563 -0.22
C -3.4268 0.6471 0.1130 -0.23
C -3.2645 1.4000 1.2687 -0.23
C -2.2327 1.0949 2.1441 -0.20
C -1.3710 0.0401 1.8710 -0.22
H -0.3277 -4.9316 1.3976 0.20
H 0.5967 -5.9955 3.4089 0.19
H 1.9496 -4.6688 5.0064 0.19
H 2.3904 -2.2697 4.5384 0.21
H 1.5115 -1.2190 2.5285 0.27
H -0.2241 -3.8998 -2.2648 0.23
H -1.6762 -5.6469 -3.2260 0.20
H -3.7683 -6.2980 -2.0734 0.19
H -4.3962 -5.1824 0.0485 0.20
H -2.9439 -3.4408 1.0030 0.21
H -2.6921 -0.9734 -1.0707 0.21
H -4.2180 0.8901 -0.5871 0.20
H -3.9283 2.2321 1.4736 0.20
H -2.0840 1.6897 3.0377 0.20
H -0.5545 -0.1590 2.5535 0.22
Br -3.7098 5.5720 -1.2907 0.00
C -2.3630 4.6411 -2.2648 -0.13
C -2.1154 4.9982 -3.5797 -0.01
N -1.1911 4.3904 -4.3175 -0.43
C -0.4956 3.4039 -3.7474 0.05
C -0.6857 2.9833 -2.4373 -0.15
C -1.6460 3.6240 -1.6699 -0.17
C 0.1246 1.8558 -1.8223 0.75
O 0.9490 1.3041 -2.6191 -0.75
O -0.1226 1.5805 -0.6474 -0.70
H -2.6800 5.7979 -4.0465 0.18
H 0.2620 2.9146 -4.3466 0.22
H -1.7939 3.3049 -0.6466 0.27
```

***

Verdict on stability: model x comes out at the bottom.

***

Model w:
This record from OMol25 describes a structure of composition C3H9I2N2O2PS. The level of theory is wB97M-V/def2-TZVPD.

Properties
net charge = 0
Kohn-Sham gap (alpha / beta) = 6.5 / 8.1 eV
multiplicity = 1
HOMO (alpha / beta) = -8.2168 / -8.2562 eV

The geometry in XYZ format:
```
20
Properties=species:S:1:pos:R:3:nbo_charge:R:1
C 0.7509 1.9657 1.2878 -0.74
C 1.4063 -2.1280 0.0510 -0.46
C -0.6564 1.4759 1.4971 -0.21
N 1.3689 -0.7122 -0.3265 -0.84
N -1.1789 -0.7437 -0.1613 -1.15
O 0.1306 1.1151 -1.4590 -0.96
O -0.2584 -1.1453 -2.3747 -0.96
P -2.6244 -0.2645 -0.8267 0.72
S 0.0267 -0.2965 -1.2314 2.35
I -2.1429 2.4742 0.3254 0.28
I 2.7831 -0.0729 -1.5804 0.36
H 0.9833 2.7101 2.1839 0.23
H 1.5186 1.2261 1.3122 0.24
H 0.9606 2.5460 0.2676 0.26
H 0.8873 -2.3156 1.0936 0.22
H 0.6342 -2.6215 -0.6221 0.23
H 2.4473 -2.4170 0.1050 0.22
H -0.9357 1.0004 2.4398 0.20
H -2.7819 -0.8630 -2.1168 0.02
H -3.3193 -0.9333 0.1356 -0.01
```

***

Model x:
This record from OMol25 describes a structure of composition C3H9I2N2O2PS. The level of theory is wB97M-V/def2-TZVPD.

Properties
net charge = 0
Kohn-Sham gap = 7.9 eV
multiplicity = 1
HOMO = -8.4494 eV

The geometry in XYZ format:
```
20
Properties=species:S:1:pos:R:3:nbo_charge:R:1
C 3.3969 -1.6094 -1.7253 -0.68
C -3.4425 0.7691 1.9110 -0.45
C 2.3631 -0.6095 -1.3844 0.23
N -2.7530 0.7399 0.6438 -0.84
N 2.0405 -0.3938 -0.1803 -0.78
O -0.8266 -0.2337 -0.6247 -1.00
O 0.2325 0.6399 1.5068 -1.11
P 1.1039 0.8848 0.3304 1.70
S -1.5435 -0.4502 0.6193 1.45
I -3.0849 -2.2636 -0.0087 -0.20
I -2.1866 2.5378 -0.1034 0.35
H 3.7411 -2.1256 -0.8338 0.24
H 3.0107 -2.3233 -2.4540 0.24
H 4.2354 -1.0920 -2.1961 0.23
H -3.5513 -0.2608 2.2597 0.23
H -2.9147 1.3421 2.6812 0.20
H -4.4399 1.1935 1.7669 0.22
H 1.9255 -0.0594 -2.2217 0.16
H 0.5742 1.5792 -0.7338 -0.09
H 2.1190 1.7350 0.7472 -0.10
```

***

Verdict on stability: model w comes out at the bottom.